{"formula": "C2H11N2O2", "method": "wB97M-V/def2-TZVPD", "orbital_gap_ev": [9.713, 5.140], "s_squared": 0.7765, "spin_multiplicity": 2, "homo_ev": [-19.34, -19.33], "total_charge": 2, "e_above_lowest_kcal_mol": 38.7, "molar_mass_g_mol": 95.12, "species": ["C", "N", "C", "N", "H", "H", "H", "H", "H", "H", "H", "H", "H", "O", "H", "H", "O"], "coordinates": [[0.334, 2.326, 1.264], [0.381, 1.362, 0.194], [-0.633, 1.273, -0.696], [-0.864, 0.187, -1.347], [0.251, 3.328, 0.788], [-0.640, 2.240, 1.785], [1.168, 2.254, 1.962], [0.889, 0.489, 0.369], [-1.305, 2.099, -0.901], [-0.352, -0.689, -1.113], [-1.739, 0.052, -1.866], [1.938, -2.833, -1.245], [1.011, -3.904, -0.679], [1.040, -2.960, -0.903], [-1.088, -1.782, 1.323], [0.136, -2.066, 0.417], [-0.526, -1.376, 0.648]], "atomic_forces_ev_per_a": [[0.09, 0.87, -0.74], [-0.72, -0.54, 1.35], [-0.69, 0.21, -1.11], [0.29, -0.91, 0.45], [0.19, -0.14, 0.28], [0.03, -0.20, 0.05], [-0.04, -0.17, -0.26], [0.37, -0.04, -0.07], [0.19, 0.38, 0.40], [-0.32, 0.21, -0.24], [0.24, 0.28, -0.25], [-0.14, -0.07, 0.05], [-0.11, 0.12, -0.16], [0.27, 0.01, 0.16], [-0.12, 0.08, 0.03], [0.00, -0.13, -0.15], [0.47, 0.03, 0.20]], "mulliken_charge": [-0.71, 0.02, 0.12, -0.01, 0.35, 0.40, 0.35, 0.38, 0.45, 0.25, 0.34, 0.33, 0.34, -0.69, 0.32, 0.40, -0.64]}

=====

{"formula": "C2H11N3", "method": "wB97M-V/def2-TZVPD", "orbital_gap_ev": 9.956, "smiles": "NCN.CN", "homo_ev": -8.88, "e_above_lowest_kcal_mol": 13.6, "molar_mass_g_mol": 77.13, "species": ["N", "C", "N", "H", "H", "H", "H", "H", "H", "C", "N", "H", "H", "H", "H", "H"], "coordinates": [[1.057, 1.514, -1.286], [-0.382, 1.510, -0.872], [-0.571, 1.251, 0.511], [1.304, 2.330, -1.853], [1.222, 0.758, -1.958], [-0.869, 0.718, -1.445], [-0.835, 2.451, -1.178], [-0.388, 1.993, 1.166], [-0.063, 0.441, 0.807], [0.095, -2.195, 0.174], [-0.300, -1.841, 1.524], [-0.123, -3.229, -0.120], [-0.517, -1.680, -0.583], [1.142, -2.006, -0.034], [0.541, -1.809, 2.084], [-0.828, -2.524, 2.028]], "atomic_forces_ev_per_a": [[0.12, -0.05, -0.98], [0.94, 0.05, -0.62], [-0.71, 0.00, 0.29], [-0.25, 0.00, 0.52], [-0.09, 0.09, 0.53], [-0.19, 0.01, 0.10], [-0.14, 0.07, 0.24], [0.21, 0.38, -0.28], [0.00, -0.46, 0.18], [-1.12, -0.75, -1.16], [1.11, 0.46, 0.55], [0.36, -0.23, 0.46], [0.25, 0.50, 0.31], [0.09, 0.15, 0.12], [0.15, 0.33, 0.08], [-0.73, -0.54, -0.33]], "mulliken_charge": [-0.62, -0.36, -0.49, 0.23, 0.25, 0.29, 0.36, 0.23, 0.13, -0.73, -0.53, 0.32, 0.18, 0.32, 0.21, 0.23]}

=====

{"formula": "C2H11N3", "method": "wB97M-V/def2-TZVPD", "orbital_gap_ev": 9.974, "smiles": "NCN.CN", "homo_ev": -8.95, "e_above_lowest_kcal_mol": 21.5, "molar_mass_g_mol": 77.13, "species": ["N", "C", "N", "H", "H", "H", "H", "H", "H", "C", "N", "H", "H", "H", "H", "H"], "coordinates": [[1.052, 1.625, -1.282], [-0.329, 1.584, -0.831], [-0.539, 1.434, 0.601], [0.992, 2.401, -2.040], [1.326, 0.704, -1.581], [-0.884, 0.808, -1.351], [-0.803, 2.523, -1.119], [-0.106, 2.262, 1.093], [-0.184, 0.541, 0.925], [0.116, -2.057, 0.200], [-0.472, -1.713, 1.569], [0.200, -3.120, 0.044], [-0.422, -1.372, -0.508], [1.162, -1.622, 0.194], [0.161, -1.681, 2.363], [-1.269, -2.318, 1.724]], "atomic_forces_ev_per_a": [[-0.63, 2.60, -1.11], [-0.67, 0.20, 0.79], [0.42, 1.27, -0.01], [1.10, -2.48, 1.22], [0.37, 0.15, -0.72], [-0.24, -0.32, 0.05], [-0.01, 0.04, 0.02], [-0.43, -1.65, -0.59], [-0.02, 0.25, 0.37], [0.94, 2.92, 1.96], [0.14, -0.29, -1.46], [-0.37, -0.21, -0.64], [0.19, -1.53, 0.13], [-0.94, -0.66, 0.02], [-0.07, -0.50, -0.45], [0.20, 0.20, 0.42]], "mulliken_charge": [-0.59, -0.55, -0.52, 0.25, 0.25, 0.33, 0.40, 0.25, 0.19, -0.63, -0.51, 0.33, 0.16, 0.27, 0.19, 0.20]}

=====

{"formula": "C2H11N3O", "method": "wB97M-V/def2-TZVPD", "orbital_gap_ev": 10.091, "smiles": "NCN.NCO", "homo_ev": -9.29, "e_above_lowest_kcal_mol": 39.1, "molar_mass_g_mol": 93.13, "species": ["N", "C", "N", "H", "H", "H", "H", "H", "H", "N", "C", "O", "H", "H", "H", "H", "H"], "coordinates": [[-0.940, 1.292, 2.143], [0.117, 0.892, 3.011], [1.137, 0.119, 2.163], [-0.677, 2.097, 1.608], [-0.887, 0.645, 1.266], [0.575, 1.716, 3.688], [-0.488, 0.269, 3.889], [0.942, -0.797, 2.271], [2.043, 0.342, 2.409], [0.408, -0.350, -2.149], [-0.384, -0.598, -3.318], [-0.818, -1.977, -3.392], [0.204, 0.267, -1.483], [0.906, -1.199, -1.890], [-1.264, 0.096, -3.465], [0.196, -0.607, -4.298], [-1.071, -2.207, -2.453]], "atomic_forces_ev_per_a": [[-0.73, -0.69, -2.87], [0.06, -1.51, 2.42], [-2.55, 4.13, 0.74], [0.27, 1.21, 0.24], [-0.40, 0.68, 2.39], [-0.55, -1.01, -1.82], [2.01, 0.72, -2.21], [-0.35, -3.79, 0.39], [2.23, 0.25, 0.69], [1.07, -3.66, -3.90], [-0.12, -0.31, -1.88], [-0.49, 0.14, 2.26], [-1.29, 2.73, 3.02], [0.02, 0.71, 0.21], [1.00, -0.49, 0.61], [-0.30, 0.72, 1.23], [0.12, 0.18, -1.51]], "mulliken_charge": [-0.66, -0.16, -0.55, 0.27, 0.22, 0.29, 0.18, 0.21, 0.20, -0.48, -0.05, -0.55, 0.19, 0.22, 0.26, 0.15, 0.27]}

=====

{"formula": "C2H11N3O2", "method": "wB97M-V/def2-TZVPD", "orbital_gap_ev": 9.246, "smiles": "[H]/N=C(\\N)NC.O.O", "homo_ev": -8.77, "e_above_lowest_kcal_mol": 19.7, "molar_mass_g_mol": 109.13, "species": ["H", "N", "C", "N", "N", "C", "H", "H", "H", "H", "H", "H", "O", "H", "H", "O", "H", "H"], "coordinates": [[-0.748, -0.417, -2.291], [-0.198, 0.203, -1.722], [-0.712, 0.517, -0.595], [-1.962, 0.046, -0.193], [-0.132, 1.411, 0.253], [1.351, 1.542, 0.177], [-2.460, 0.229, 0.661], [-2.266, -0.773, -0.666], [-0.526, 1.709, 1.116], [1.658, 1.499, -0.867], [1.606, 2.513, 0.582], [1.751, 0.690, 0.717], [-1.429, -1.152, 2.439], [-0.662, -1.173, 1.831], [-1.367, -1.597, 3.280], [2.746, -1.721, -0.961], [1.841, -1.474, -0.739], [2.604, -2.495, -1.501]], "atomic_forces_ev_per_a": [[-0.36, -0.15, 0.14], [1.28, 0.08, 0.24], [-2.02, -0.10, 0.22], [0.04, 0.19, -0.23], [1.94, 0.28, -0.86], [-1.49, -0.01, -0.34], [0.60, 0.17, 0.19], [-0.27, -0.30, -0.30], [-0.61, -0.36, 0.32], [-0.07, -0.05, 0.15], [0.35, -0.05, 0.30], [0.69, 0.19, 0.16], [-0.50, 0.81, -1.08], [-0.45, -0.46, 1.24], [0.90, -0.34, -0.06], [-0.22, 0.06, 0.32], [-0.01, 0.40, -0.09], [0.20, -0.36, -0.32]], "mulliken_charge": [0.16, -0.73, 0.61, -0.45, -0.26, -0.83, 0.21, 0.19, 0.25, 0.33, 0.31, 0.25, -0.63, 0.31, 0.30, -0.63, 0.30, 0.30]}

=====

{"formula": "C2H11N3P", "method": "wB97M-V/def2-TZVPD", "orbital_gap_ev": 9.191, "homo_ev": -13.84, "total_charge": 1, "e_above_lowest_kcal_mol": 25.8, "molar_mass_g_mol": 108.10, "species": ["C", "C", "N", "N", "N", "P", "H", "H", "H", "H", "H", "H", "H", "H", "H", "H", "H"], "coordinates": [[0.782, 0.840, -0.836], [0.182, -0.482, -0.594], [1.944, 1.092, 0.026], [-0.798, -0.888, -1.442], [-1.805, 0.337, 1.243], [0.761, -1.649, 0.707], [0.002, 1.673, -0.666], [1.093, 0.734, -1.962], [2.817, 1.423, -0.376], [1.824, 1.569, 0.832], [-1.194, -1.819, -1.293], [-1.244, -0.247, -1.973], [-2.796, 0.483, 1.553], [-1.328, -0.274, 1.979], [-1.415, 1.297, 1.429], [0.720, -2.737, -0.086], [2.067, -1.208, 0.568]], "atomic_forces_ev_per_a": [[0.87, 1.86, -0.43], [-2.40, -2.31, -1.62], [0.77, -1.99, -3.26], [3.79, -2.05, 4.38], [0.25, 0.81, 1.93], [-0.42, 1.87, 0.65], [0.87, -1.34, -0.78], [-0.45, 0.77, 1.99], [-0.57, -0.29, -0.48], [-1.11, 1.84, 2.92], [-0.07, 0.71, -0.31], [-1.80, 2.25, -2.27], [1.09, -0.57, -0.34], [-1.17, 1.13, -1.13], [-0.30, -1.17, -0.20], [0.10, -1.25, -0.96], [0.56, -0.28, -0.09]], "mulliken_charge": [-0.32, 0.37, -0.51, -0.33, -0.73, 0.00, 0.32, 0.37, 0.20, 0.18, 0.24, 0.21, 0.28, 0.25, 0.23, 0.09, 0.15]}

=====

{"formula": "C2H11N4", "method": "wB97M-V/def2-TZVPD", "orbital_gap_ev": 6.715, "homo_ev": -13.86, "total_charge": 1, "e_above_lowest_kcal_mol": 121.0, "molar_mass_g_mol": 91.14, "species": ["C", "N", "H", "H", "H", "H", "H", "N", "C", "N", "N", "H", "H", "H", "H", "H", "H"], "coordinates": [[-0.815, 2.219, 0.615], [-0.813, 1.067, 1.516], [-1.380, 2.063, -0.320], [0.221, 2.435, 0.401], [-1.296, 3.089, 1.108], [-1.694, 0.557, 1.512], [-0.168, 0.368, 1.121], [-0.387, -0.941, -1.414], [0.359, -0.869, -0.235], [1.122, -2.260, 0.212], [1.468, -0.021, -0.485], [-1.182, -1.569, -1.307], [-0.705, 0.010, -1.616], [0.491, -2.742, 0.856], [0.951, -2.696, -0.702], [2.190, -0.336, 0.159], [1.641, -0.373, -1.421]], "atomic_forces_ev_per_a": [[-0.68, 0.18, 0.13], [-0.16, -0.88, -0.70], [0.19, 0.00, 0.09], [0.13, 0.39, -0.16], [0.43, -0.53, -0.15], [-0.27, 0.47, 0.31], [0.34, 0.14, 0.72], [-1.35, 0.63, 3.79], [5.24, -2.36, -4.27], [-3.46, 2.19, 0.27], [-1.98, -0.86, 1.23], [-0.06, -0.10, -0.47], [0.02, -0.13, -0.72], [0.22, -0.30, 0.11], [0.28, -0.48, 0.31], [0.19, 0.50, -0.20], [0.92, 1.15, -0.29]], "mulliken_charge": [-0.69, -0.50, 0.22, 0.34, 0.30, 0.30, 0.35, -0.43, 0.29, -0.50, -0.48, 0.28, 0.29, 0.28, 0.34, 0.32, 0.30]}

=====

{"formula": "C2H11N5", "method": "wB97M-V/def2-TZVPD", "orbital_gap_ev": [8.212, 6.458], "s_squared": 2.0086, "spin_multiplicity": 3, "homo_ev": [-15.63, -18.03], "total_charge": 2, "e_above_lowest_kcal_mol": 68.9, "molar_mass_g_mol": 105.14, "species": ["C", "C", "N", "N", "N", "N", "N", "H", "H", "H", "H", "H", "H", "H", "H", "H", "H", "H"], "coordinates": [[-0.396, -0.059, -1.236], [1.501, 0.027, 0.980], [-1.054, -1.086, -1.610], [0.054, 0.920, -1.946], [0.074, 0.224, 0.730], [-1.360, -2.105, -0.629], [-0.265, 1.455, 1.365], [2.036, 0.976, 0.662], [1.656, -0.050, 2.087], [1.807, -0.878, 0.534], [-0.009, 0.912, -2.972], [0.819, 1.485, -1.533], [-0.683, -1.932, 0.275], [-2.302, -2.246, -0.360], [-0.976, -2.982, -1.192], [0.183, 2.255, 0.928], [-1.217, 1.534, 1.585], [0.133, 1.550, 2.330]], "atomic_forces_ev_per_a": [[-1.55, -3.52, -2.61], [-0.88, 1.62, 1.15], [-0.53, 1.24, -0.13], [1.32, 1.66, -0.38], [1.83, 0.76, 2.86], [5.82, -1.19, 0.11], [2.05, 0.10, 2.61], [-0.07, -1.17, 0.08], [0.05, -0.02, -0.58], [0.64, -0.72, -0.78], [-0.07, 0.18, 0.44], [-0.78, -0.43, -0.88], [-2.25, -0.87, -2.27], [-1.64, 0.13, 0.13], [-1.25, 1.60, 1.95], [-0.50, 0.58, -0.82], [-2.38, 0.48, -0.65], [0.19, -0.44, -0.23]], "mulliken_charge": [0.51, -0.93, -0.60, -0.32, -0.13, -0.13, -0.31, 0.44, 0.41, 0.33, 0.28, 0.19, 0.36, 0.35, 0.44, 0.38, 0.31, 0.41]}

=====

{"formula": "C2H11N5O", "method": "wB97M-V/def2-TZVPD", "orbital_gap_ev": 9.075, "smiles": "[H]/N=C(\\N)NO.CNN", "homo_ev": -8.15, "e_above_lowest_kcal_mol": 32.8, "molar_mass_g_mol": 121.14, "species": ["H", "N", "C", "N", "N", "O", "H", "H", "H", "H", "C", "N", "N", "H", "H", "H", "H", "H", "H"], "coordinates": [[-1.612, 2.274, -0.189], [-1.124, 1.589, 0.380], [-1.335, 0.381, 0.031], [-1.980, -0.061, -1.106], [-1.518, -0.642, 1.138], [-1.490, -1.990, 0.719], [-2.421, -0.967, -1.008], [-2.559, 0.610, -1.585], [-1.094, -0.410, 2.029], [-0.577, -2.169, 0.401], [2.284, 0.948, 0.134], [1.255, -0.039, 0.408], [1.133, -1.121, -0.496], [3.245, 0.439, 0.038], [2.338, 1.620, 0.987], [2.078, 1.520, -0.780], [0.572, 0.318, 1.081], [2.062, -1.437, -0.774], [0.742, -0.862, -1.408]], "atomic_forces_ev_per_a": [[0.49, -0.10, -0.38], [0.24, -0.47, 0.48], [-3.75, -0.67, 2.53], [0.46, -0.56, -0.29], [0.35, 1.47, -2.84], [0.61, 0.47, 0.41], [0.14, 0.11, 0.06], [0.27, 0.16, -0.01], [0.40, -0.40, -0.19], [-0.12, 0.23, 0.12], [-0.58, -0.60, -0.21], [2.02, 0.61, 0.49], [-0.68, 0.18, 0.10], [0.19, 0.12, -0.08], [0.02, 0.14, -0.04], [0.10, 0.12, 0.00], [0.14, -1.27, -1.20], [0.00, -0.09, 0.80], [-0.32, 0.53, 0.26]], "mulliken_charge": [0.22, -0.63, 0.30, -0.43, -0.23, -0.45, 0.23, 0.24, 0.34, 0.39, -0.96, -0.05, -0.68, 0.32, 0.34, 0.27, 0.35, 0.28, 0.17]}

=====

{"formula": "C2H11N6Ti", "method": "wB97M-V/def2-TZVPD", "orbital_gap_ev": [4.789, 4.661], "s_squared": 2.0194, "spin_multiplicity": 3, "homo_ev": [-1.39, -1.27], "total_charge": -1, "e_above_lowest_kcal_mol": 24.5, "molar_mass_g_mol": 167.02, "species": ["C", "Ti", "N", "H", "H", "H", "H", "H", "H", "H", "H", "N", "N", "N", "C", "N", "N", "H", "H", "H"], "coordinates": [[0.034, -0.356, -2.754], [-0.990, -0.502, -0.808], [-0.342, -2.175, 0.441], [-0.732, -1.741, -2.013], [0.678, -2.028, 0.554], [-2.219, -0.701, 0.216], [0.297, -1.151, -3.463], [0.954, 0.109, -2.288], [-0.669, 0.383, -3.224], [-0.825, -2.038, 1.346], [-0.522, -3.128, 0.114], [-0.625, 2.442, 2.367], [0.149, 1.468, 1.633], [1.468, 1.828, 1.333], [1.728, 0.999, 0.311], [0.697, 0.263, -0.094], [-0.391, 0.748, 0.707], [-1.409, 1.906, 2.752], [0.049, 2.744, 3.101], [2.669, 0.930, -0.232]], "atomic_forces_ev_per_a": [[0.40, 1.06, -0.09], [0.78, -1.24, -2.95], [0.51, -0.82, 1.31], [-0.94, -1.29, 0.49], [-0.85, -0.33, 0.04], [-2.80, -0.47, 0.89], [-0.10, 0.58, 0.10], [-0.72, -0.16, -1.16], [0.60, -0.07, -0.05], [0.47, -0.14, -0.62], [0.06, 0.67, 0.05], [0.65, -0.02, -0.46], [1.95, 0.92, 2.39], [0.45, -0.15, -0.45], [-0.83, -0.01, 0.06], [1.28, 2.63, 2.37], [-0.33, -1.13, -1.98], [0.51, 0.25, 0.14], [-0.98, -0.48, -0.56], [-0.11, 0.21, 0.46]], "mulliken_charge": [-0.87, -0.38, -0.56, 0.12, 0.23, -0.06, 0.36, 0.08, 0.11, 0.28, 0.28, -0.69, 0.63, -0.86, -0.18, -0.23, -0.21, 0.26, 0.31, 0.39]}